(A)
DFT (the ωB97M-V functional and the def2-TZVPD basis) results for the molecule C2H4P4.

Cartesian coordinates (Å):
P 0.26479 0.34669 -2.53750
P 1.63144 -2.00652 -0.31065
P 1.75339 -0.93515 -2.20340
P 0.72142 -0.72778 1.09819
C -1.46922 1.00048 0.85720
C -0.35275 0.18528 0.28998
H -1.68361 0.93864 1.92711
H -2.45433 0.79471 0.47033
H -1.42314 1.95959 0.42750
H 3.01201 -1.55593 -0.01875

Its HOMO-LUMO gap (spin up / spin down) is 6.986 / 6.885 eV. The highest occupied orbital energy (spin up / spin down) is -8.34 / -8.17 eV. As for the SMILES: CC#P=[PH]=P#P. Its total charge is 0.

(B)
DFT (the ωB97M-V functional and the def2-TZVPD basis) results for the molecule C2H4P4.

Cartesian coordinates (Å):
P 1.48936 0.38949 -0.46711
P -0.08725 -0.19192 0.95209
P -3.01154 0.16902 -0.20504
P -0.22718 -2.14398 -0.19153
C -1.34315 0.72626 -0.27413
C 1.27440 -1.20449 0.18247
H -0.82172 0.83335 -1.21287
H 0.30629 -3.00691 0.81524
H -1.15708 1.61036 0.31607
H 2.51268 0.67406 0.60345

Its HOMO-LUMO gap (spin up / spin down) is 6.466 / 6.288 eV. The highest occupied orbital energy (spin up / spin down) is -7.80 / -7.48 eV. Its total charge is 0.

Computed stability ranking, most favorable first: (A), (B)

(A)
DFT (the ωB97M-V functional and the def2-TZVPD basis) results for the molecule C4H10N.

Cartesian coordinates (Å):
N 0.71741 -0.18957 1.25805
C 1.42010 -1.34883 1.08490
C -0.30014 0.11856 -0.96820
C -0.52262 0.05536 0.54862
C -1.12378 1.19339 -1.68649
H -0.76327 1.07877 0.86981
H -1.50222 0.85738 -2.64727
H 0.78920 -2.15704 0.72770
H -1.99775 1.40582 -1.05616
H 2.45430 -1.52954 1.27005
H -0.66942 -0.80629 -1.43082
H 1.22401 0.55576 1.70386
H -0.62311 2.16259 -1.78312
H -1.36550 -0.59527 0.80303
H 0.77583 0.17785 -1.14096

Its HOMO-LUMO gap (spin up / spin down) is 7.131 / 11.155 eV. The highest occupied orbital energy (spin up / spin down) is -5.92 / -9.99 eV. The multiplicity is 2. Its total charge is 0.

(B)
DFT (the ωB97M-V functional and the def2-TZVPD basis) results for a cluster of 2 separate species, C4H10N in total.

Cartesian coordinates (Å):
N -0.17653 -2.04612 1.57423
C 0.57854 -2.99390 0.89422
C -0.81819 2.20532 -1.63817
C 0.27989 1.39552 -0.98893
C 0.37439 1.19638 0.31284
H 1.08292 1.14080 -1.66695
H 0.81208 -3.91049 1.41785
H -0.11360 -2.17518 2.57028
H 1.19832 0.63256 0.73998
H -0.72157 3.27002 -1.46174
H -0.10712 -1.07978 1.29568
H -0.87459 1.97585 -2.69704
H -1.78068 1.92898 -1.21164
H 0.62598 -3.05892 -0.17494
H -0.35983 1.51896 1.03432

Its HOMO-LUMO gap (spin up / spin down) is 7.560 / 11.038 eV. The highest occupied orbital energy (spin up / spin down) is -6.41 / -9.92 eV. The multiplicity is 2. Its total charge is 0.

Computed stability ranking, most favorable first: (A), (B)

(A)
DFT (the ωB97M-V functional and the def2-TZVPD basis) results for a cluster of 2 separate species, CH8NO in total.

Cartesian coordinates (Å):
O -0.37728 0.25366 -1.05320
N -0.82388 -0.39512 1.49432
C 1.08743 0.38603 -1.06974
H -0.69293 -0.15461 -1.84001
H -1.46776 -1.15865 1.52669
H -0.68938 -0.10963 0.45946
H 1.53891 -0.59752 -0.96305
H 1.38955 0.74336 -2.05207
H -1.26298 0.42664 1.87576
H 1.25350 1.18064 -0.35207
H 0.04482 -0.57479 1.97391

Its HOMO-LUMO gap is 11.959 eV. The highest occupied orbital energy is -15.78 eV. Its total charge is +1.

(B)
DFT (the ωB97M-V functional and the def2-TZVPD basis) results for a cluster of 2 separate species, CH8NO in total.

Cartesian coordinates (Å):
O 0.12239 0.12434 -0.84815
N -1.14634 -0.99410 1.15962
C 1.19715 1.09485 -0.81667
H -1.46704 -0.59686 2.04890
H -1.97885 -1.24225 0.63044
H 0.06641 -0.17969 -1.76147
H 0.76946 2.08800 -0.74653
H -0.63459 -1.86243 1.34438
H -0.57148 -0.33202 0.58013
H 1.84600 0.97210 -1.67121
H 1.79687 0.92806 0.08055

Its HOMO-LUMO gap is 11.528 eV. The highest occupied orbital energy is -15.42 eV. Its total charge is +1.

Computed stability ranking, most favorable first: (B), (A)

(A)
DFT (the ωB97M-V functional and the def2-TZVPD basis) results for the molecule C18H23N3O3S.

Cartesian coordinates (Å):
S 2.26565 -3.53362 3.56040
O 1.40241 -3.20437 4.65986
O 3.43682 -4.31151 3.85051
O 2.67465 0.26072 -0.76155
N 1.12221 0.41739 0.86559
N -0.18229 -2.89081 0.68195
N -0.13754 -1.59577 0.36498
C -2.96247 -1.77257 0.86681
C 1.26138 -4.31211 2.21503
C 2.69438 -1.97454 2.65859
C 2.03909 0.94929 0.00185
C 1.56688 -1.91680 1.71769
C 0.83962 -3.10696 1.48670
C -1.03514 -1.02582 -0.56511
C 0.89869 -0.95839 0.98428
C -0.23584 3.01829 -0.55229
C 1.23263 3.13908 -0.95264
C -1.37720 0.17417 -2.61347
C -2.75038 0.13594 -2.41653
C -2.41324 -1.08990 -0.34538
C -3.24560 -0.50126 -1.28402
C 2.15594 2.45550 0.07249
C 1.62018 4.60971 -1.09023
C -0.52106 -0.40686 -1.69578
C -3.69292 0.76897 -3.39296
H 0.54639 -0.39259 -1.85549
H 0.44228 -4.88221 2.64050
H 3.18992 2.70772 -0.16742
H -4.46442 0.06159 -3.69156
H 1.37710 2.64516 -1.91893
H 1.93402 -4.95459 1.65323
H 3.65838 -2.13406 2.18196
H -4.18733 1.62610 -2.93622
H -0.55297 1.97903 -0.51468
H -2.53550 -1.34818 1.77497
H -0.86252 3.52879 -1.27977
H 1.92793 2.81783 1.07635
H 2.64957 4.70903 -1.42529
H 1.51762 5.12074 -0.13504
H 0.58442 1.03312 1.45762
H -0.40550 3.47849 0.42002
H -2.69956 -2.82840 0.84623
H -4.04372 -1.67415 0.90741
H -0.97035 0.65519 -3.49007
H 2.74092 -1.14985 3.36330
H 0.97635 5.10399 -1.81358
H -4.31471 -0.53800 -1.12981
H -3.16517 1.10748 -4.28050

Its HOMO-LUMO gap is 9.474 eV. The highest occupied orbital energy is -9.01 eV. As for the SMILES: Cc1ccc(-n2nc3c(c2NC(=O)CC(C)C)CS(=O)(=O)C3)c(C)c1. Its total charge is 0.

(B)
DFT (the ωB97M-V functional and the def2-TZVPD basis) results for the molecule C18H23N3O3S.

Cartesian coordinates (Å):
S -0.60231 0.36254 1.61285
O 2.90508 -2.62167 -0.16090
O -1.12838 2.62452 -1.12568
O -1.52687 -3.32331 0.04819
N 1.69870 1.14951 0.64720
N -2.94896 1.76412 -0.12190
N 1.35466 -1.17532 0.65030
C -0.45481 -2.50237 -0.34173
C -4.02248 0.30851 -1.76119
C -1.66980 2.18991 -0.12632
C 2.93619 0.97981 0.09265
C 0.98350 0.11466 0.88431
C -3.67947 1.17471 0.97690
C 4.97469 1.93627 -0.73338
C 3.43150 -0.30432 -0.19314
C 2.60207 -1.47100 0.07496
C 3.72320 2.10146 -0.18651
C -0.89603 2.10766 1.18258
C 4.70390 -0.45014 -0.74966
C 5.46930 0.66249 -1.01421
C -4.02935 -0.28268 0.66470
C 0.44781 -2.28101 0.87598
C -3.69033 1.74678 -1.36850
C -4.81222 -0.36587 -0.64259
C -2.34431 -3.70665 -1.02772
H 5.58270 2.80248 -0.94944
H 0.08830 2.55320 1.03704
H -4.61581 -0.69362 1.48701
H -3.07371 2.22918 -2.12828
H 3.32484 3.07916 0.03258
H -1.41652 2.57528 2.01601
H -5.77397 0.13970 -0.52473
H 6.45418 0.55265 -1.44217
H -0.17214 -2.08430 1.75286
H -3.10519 1.22398 1.89963
H -4.61411 2.32149 -1.23680
H -3.13998 -4.31837 -0.60820
H 1.05181 -3.17358 1.05153
H -0.83188 -1.53155 -0.70828
H -4.59431 0.30817 -2.69001
H -2.77938 -2.83350 -1.53011
H -3.09071 -0.23406 -1.93540
H 0.12233 -2.96995 -1.15305
H -4.60542 1.74851 1.11339
H -1.78253 -4.29136 -1.76607
H -5.01114 -1.40907 -0.89376
H 5.05889 -1.44770 -0.95992
H -3.10903 -0.86303 0.58697

Its HOMO-LUMO gap is 8.887 eV. The highest occupied orbital energy is -8.36 eV. As for the SMILES: COCCn1c(SCC(=O)N2CCCCC2)nc2ccccc2c1=O. Its total charge is 0.

(C)
DFT (the ωB97M-V functional and the def2-TZVPD basis) results for the molecule C18H23N3O3S.

Cartesian coordinates (Å):
S 4.82967 2.16320 -0.17116
O 6.24534 1.95362 -0.25672
O 4.31676 3.19139 0.68677
O -1.53887 -4.01936 -0.36333
N 0.16262 -2.56022 -0.67525
N 4.25561 2.45879 -1.73150
N -1.52971 -0.47739 -0.53998
C -4.46363 3.60768 -0.69561
C 4.61997 -0.56199 -0.17735
C -3.61181 1.32681 0.66161
C -3.10085 0.10083 1.35996
C 2.13230 -0.55664 1.04874
C -3.67098 3.72495 0.43422
C 2.71906 -1.76558 0.68767
C 2.77750 0.64167 0.79652
C -4.40582 1.22036 -0.47395
C -3.24660 2.59276 1.10505
C 4.01381 0.62362 0.18545
C 1.23013 -3.47336 -0.36245
C 1.99519 -3.06125 0.90750
C -2.07326 -1.74975 -0.98554
C 3.96826 -1.75644 0.07273
C -1.67022 -0.23404 0.88432
C -4.83098 2.35251 -1.14771
C -1.13888 -2.90403 -0.62302
H -2.62977 2.68900 1.98745
H 0.76544 -4.45176 -0.21663
H -1.96493 0.28812 -1.04707
H -3.38362 4.70221 0.79356
H 4.43301 -2.69175 -0.20260
H 5.00545 2.47474 -2.40362
H -2.14991 -1.73330 -2.07658
H 2.34936 1.59042 1.07715
H -1.31696 -1.12371 1.41266
H 2.70585 -3.85198 1.15003
H -1.01565 0.60842 1.13000
H 3.71341 3.30658 -1.77029
H -3.06852 -1.98653 -0.58462
H -3.06963 0.26509 2.43826
H 5.59561 -0.52963 -0.63485
H -4.70464 0.24340 -0.82898
H -5.45136 2.25301 -2.02654
H 0.37598 -1.58463 -0.82918
H 1.16943 -0.55712 1.53610
H 1.28561 -2.96634 1.73003
H -3.75875 -0.74757 1.16471
H 1.92611 -3.52637 -1.20660
H -4.79615 4.49155 -1.21932

Its HOMO-LUMO gap is 9.795 eV. The highest occupied orbital energy is -9.24 eV. As for the SMILES: NS(=O)(=O)c1ccc(CCNC(=O)CNCCc2ccccc2)cc1. Its total charge is 0.

Computed stability ranking, most favorable first: (B), (C), (A)